## i
11
Properties=species:S:1:pos:R:3:lowdin_charge:R:1 method="wB97M-V/def2-TZVPD" homo_lumo_gap_ev=10.623 e_lumo_ev=0.92 smiles="CC(=O)NN" e_homo_ev=-9.71
C 1.62168 0.16037 -0.22084 -0.015
N -0.73038 0.48143 0.24661 -0.052
C 0.24548 -0.43606 -0.11552 -0.534
N -2.06010 0.04548 0.42559 0.018
O 0.00900 -1.61603 -0.36087 0.032
H -0.48122 1.42739 0.52796 0.135
H -2.01264 -0.93348 0.74061 0.083
H -2.48362 -0.03414 -0.50450 0.083
H 2.36888 -0.62208 -0.06136 0.087
H 1.77000 0.93373 0.53812 0.075
H 1.75290 0.59337 -1.21576 0.087

## ii
11
Properties=species:S:1:pos:R:3:lowdin_charge:R:1 method="wB97M-V/def2-TZVPD" homo_lumo_gap_ev=9.570 e_lumo_ev=0.90 smiles="C=NNCO" e_homo_ev=-8.67
C 0.99646 -0.87309 -0.02057 -0.297
N 0.07622 0.25028 0.04954 -0.120
C -2.02820 0.80512 0.38005 -0.040
O 2.32989 -0.40927 0.06960 -0.053
N -1.22790 -0.03819 -0.18401 -0.072
H 2.54979 -0.04466 -0.80128 0.086
H 0.40539 0.95872 -0.60612 0.125
H 0.81776 -1.55945 0.81253 0.121
H 0.88360 -1.42853 -0.95798 0.114
H -1.68654 1.65863 0.99191 0.074
H -3.11648 0.68045 0.26634 0.062

The least stable of them is ii.

## i
11
Properties=species:S:1:pos:R:3:lowdin_charge:R:1 method="wB97M-V/def2-TZVPD" homo_lumo_gap_ev=10.327 e_lumo_ev=0.74 smiles="CN(C)N=O" e_homo_ev=-9.58
C -1.06479 -0.92560 0.09877 -0.110
C 0.40983 1.16303 -0.02436 -0.058
H -1.18137 -1.92657 -0.45845 0.106
H -1.48864 -0.71149 1.14123 0.101
H -1.87299 -0.44202 -0.57090 0.086
H 1.03939 1.50643 0.77000 0.070
H 0.81826 1.64761 -0.83467 0.046
H -0.62375 1.67178 -0.03972 0.117
N 0.23651 -0.29899 -0.06169 -0.250
N 1.33752 -1.17501 -0.11378 -0.002
O 2.39004 -0.50916 0.09359 -0.106

## ii
11
Properties=species:S:1:pos:R:3:lowdin_charge:R:1 method="wB97M-V/def2-TZVPD" homo_lumo_gap_ev=9.936 e_lumo_ev=0.74 smiles="NCNC=O" e_homo_ev=-9.19
O -1.37810 -1.35035 0.50977 -0.022
C -0.90360 -0.40044 1.18583 -0.318
N 0.02416 0.47845 0.70110 -0.020
C 0.22984 0.67906 -0.68825 -0.295
N 0.83688 -0.53642 -1.27618 -0.016
H -0.93653 -0.20744 2.22817 0.107
H 0.40905 1.04437 1.50860 0.159
H -0.81568 0.80723 -1.22476 0.156
H 0.74748 1.56644 -0.93212 0.090
H 0.13382 -1.29198 -1.36888 0.066
H 1.65268 -0.78891 -0.64328 0.095

The least stable of them is i.

## i
13
Properties=species:S:1:pos:R:3:lowdin_charge:R:1 method="wB97M-V/def2-TZVPD" homo_lumo_gap_ev=8.881 e_lumo_ev=0.56 e_homo_ev=-8.32
C 1.59432 -0.76156 -0.14284 -0.163
C -0.54193 -0.34975 -0.34633 -0.178
C -1.86460 0.13369 -0.00141 -0.093
H 0.46601 1.65939 1.04644 0.131
H 0.19180 2.24777 -0.64850 0.168
H 1.19408 -1.79173 -0.70540 0.161
H 3.09912 0.27895 0.51692 0.025
H -0.27641 -1.40246 -0.41934 0.079
H -2.20512 1.29529 0.02107 0.127
N 0.85370 1.60293 0.02942 0.047
N 0.57487 0.30849 -0.32842 -0.277
N 2.87795 -0.73940 0.39030 0.056
F -3.08242 -0.51396 0.27702 -0.083

## ii
13
Properties=species:S:1:pos:R:3:lowdin_charge:R:1 method="wB97M-V/def2-TZVPD" homo_lumo_gap_ev=10.314 e_lumo_ev=0.79 e_homo_ev=-9.52
C -0.23780 0.30895 -0.27402 -0.391
C 1.17233 -0.13678 -0.00996 -0.348
C 1.70157 -1.35169 -0.14055 0.079
H -3.19634 -0.83624 -0.02864 0.061
H -2.41527 -0.20161 1.34078 0.105
H -0.83146 -1.55260 0.27098 0.097
H -1.50621 1.67719 -0.47519 0.050
H 2.80312 -1.54081 0.00136 0.092
H 1.09317 -2.19620 -0.47043 0.062
N -2.45820 -0.25684 0.29996 0.008
N -1.18366 -0.73254 -0.18894 -0.052
N -0.49986 1.55026 -0.33798 0.152
F 1.91427 0.86679 0.38855 0.085

## iii
13
Properties=species:S:1:pos:R:3:lowdin_charge:R:1 method="wB97M-V/def2-TZVPD" homo_lumo_gap_ev=8.299 e_lumo_ev=0.88 e_homo_ev=-7.42
C 1.86292 0.05193 -0.01538 -0.177
C 0.61119 0.45678 -0.04580 -0.317
C -0.61274 -0.31790 -0.03463 -0.134
H 3.29032 -1.40972 0.19897 0.096
H 1.70498 -1.98492 0.39097 0.107
H 2.62932 0.75106 -0.36432 0.137
H -0.43626 -1.43777 -0.08502 0.126
H -2.72278 -1.58818 0.36440 0.107
H -3.69094 -0.17246 0.15977 0.075
N 2.30532 -1.23162 -0.03248 0.028
N -1.77131 0.22179 -0.04720 -0.042
N -2.81900 -0.62764 -0.04903 -0.032
F 0.45023 1.79549 0.09012 0.027

The least stable of them is i.

## i
14
Properties=species:S:1:pos:R:3:lowdin_charge:R:1 method="wB97M-V/def2-TZVPD" homo_lumo_gap_ev=10.251 e_lumo_ev=0.57 smiles="C=Nn1nncc1C" e_homo_ev=-9.68
C -0.10681 -2.00968 -0.23401 -0.084
C -0.37200 -0.57608 -0.54271 -0.220
C -1.22211 0.18815 -1.35641 -0.076
C 1.29507 -0.70592 1.78682 -0.063
H -0.56396 -2.31439 0.72455 0.065
H -0.47782 -2.66334 -1.14228 0.130
H 0.97999 -2.16591 0.19585 0.094
H -1.73794 -0.10952 -2.23328 0.080
H 2.06886 -1.03602 2.64624 0.135
H 0.44880 -1.46238 1.63367 0.047
N -1.08269 1.57694 -1.05740 0.012
N -0.11126 1.66902 -0.17756 0.007
N 0.17460 0.49931 0.20980 -0.180
N 1.26466 0.30798 1.06132 0.052

## ii
14
Properties=species:S:1:pos:R:3:lowdin_charge:R:1 method="wB97M-V/def2-TZVPD" homo_lumo_gap_ev=9.212 e_lumo_ev=-0.76 e_homo_ev=-9.97
C 0.63937 0.30557 -1.04024 -0.167
C 1.07440 -1.43319 0.52994 -0.287
C -1.71108 0.96423 0.78389 -0.139
C -1.70008 1.50885 -0.57160 -0.159
H 1.62093 1.07362 -0.47539 0.173
H 0.06285 0.75295 -2.10618 0.117
H 1.32204 -0.66513 -1.37053 0.075
H 1.83920 -1.41148 -0.19970 0.070
H 0.32371 -1.78751 2.07972 -0.006
H -2.06444 1.46182 1.75178 0.133
N -0.05062 -0.63037 -0.07432 -0.140
N 0.94372 -2.12115 1.48298 0.175
N -0.74174 0.09839 1.00029 0.046
N -1.55825 1.88341 -1.79063 0.110

The least stable of them is ii.

## i
14
Properties=species:S:1:pos:R:3:lowdin_charge:R:1 method="wB97M-V/def2-TZVPD" homo_lumo_gap_ev=7.211 e_lumo_ev=-1.65 e_homo_ev=-8.87
C -0.76876 -2.11038 -0.63696 0.098
C -0.15625 -0.88027 -0.46823 -0.372
C -0.08574 1.07151 0.78738 -0.622
C 1.00558 -0.42142 -0.97726 -0.255
H -0.46843 -2.71944 -1.42349 0.025
H -1.85459 -2.16900 -0.16207 0.116
H -1.58521 -0.07984 0.95953 0.140
H 0.00007 2.54757 2.12682 0.086
H 1.16185 2.56335 -0.07556 0.306
H 1.33382 -1.18290 -1.86669 0.172
N -0.86589 0.06129 0.27404 0.094
N -0.72667 1.84127 1.64345 0.055
N 1.31359 0.89202 0.62531 0.111
N 1.69662 0.58626 -0.80627 0.045

## ii
14
Properties=species:S:1:pos:R:3:lowdin_charge:R:1 method="wB97M-V/def2-TZVPD" homo_lumo_gap_ev=9.445 e_lumo_ev=0.80 smiles="[H]/N=C1/NN=C[C@H]2N[C@H]12" e_homo_ev=-8.64
C 1.15491 0.09092 0.01347 -0.352
C -1.47249 -1.04658 0.17996 -0.103
C -1.07543 0.28705 -0.51164 -0.273
C -0.06016 0.79415 0.44836 -0.275
H 2.89636 1.22615 0.24253 0.110
H 1.38197 -2.07291 -0.44169 0.127
H -2.49096 -1.20879 0.71780 0.136
H -0.66491 0.05140 -1.48242 0.137
H -0.95016 2.50261 -0.66645 0.170
H -0.26920 0.66739 1.59700 0.185
N 2.41598 0.23565 0.09181 0.103
N 0.68368 -1.30166 -0.43395 -0.030
N -0.44061 -1.83788 0.27664 0.006
N -1.10899 1.61251 -0.03140 0.059

## iii
14
Properties=species:S:1:pos:R:3:lowdin_charge:R:1 method="wB97M-V/def2-TZVPD" homo_lumo_gap_ev=10.270 e_lumo_ev=0.87 smiles=N[C@@H]1Cc2[nH]nnc21 e_homo_ev=-9.40
C 0.26081 -0.46864 1.01181 -0.176
C 1.26714 -0.09636 -0.29153 -0.030
C -0.04639 -0.12227 -1.16486 -0.201
C -0.81373 -0.04324 -0.12257 -0.218
H 1.01411 0.08614 2.97296 0.101
H -0.19678 1.10038 2.37080 0.095
H 0.08904 -1.32574 1.60287 0.099
H 1.69924 0.84142 -0.20502 0.049
H 2.21116 -0.77525 -0.69365 0.139
H -0.75454 0.09592 -3.15351 0.124
N 0.71412 0.59688 2.02968 -0.055
N -0.96007 -0.18147 -2.21750 0.046
N -2.25505 0.08398 -1.71093 -0.028
N -2.22907 0.20824 -0.42855 0.055

The least stable of them is i.

## i
14
Properties=species:S:1:pos:R:3:lowdin_charge:R:1 method="wB97M-V/def2-TZVPD" homo_lumo_gap_ev=8.812 e_lumo_ev=-0.17 smiles="[H]/N=C(/N)NC(=C)C#N" e_homo_ev=-8.98
C 0.83823 -0.22170 0.86993 -0.472
C -0.81671 0.24807 -0.72502 -0.332
C -1.57004 -0.50123 -1.60573 0.088
C -1.19360 1.37830 0.27025 -0.117
H 2.72502 -0.60027 1.68257 0.063
H 2.80921 0.05654 -0.05127 0.168
H -0.83317 0.23966 1.59775 -0.065
H 1.19150 -0.73041 -1.00113 0.213
H -2.55303 -0.15791 -2.11448 0.096
H -1.23763 -1.26391 -2.22415 0.029
N 2.26088 -0.38332 0.83646 0.075
N 0.06838 0.15036 1.93729 0.122
N 0.37498 -0.24858 -0.41143 -0.009
N -2.06403 2.03440 0.93896 0.140

## ii
14
Properties=species:S:1:pos:R:3:lowdin_charge:R:1 method="wB97M-V/def2-TZVPD" homo_lumo_gap_ev=8.312 e_lumo_ev=-0.62 e_homo_ev=-8.93
C 1.82686 0.09321 -0.37699 -0.351
C -0.42764 -0.69437 0.01885 -0.429
C -1.71749 -0.17626 0.30112 -0.138
C -3.00361 -0.06584 0.20342 0.126
H 0.95365 2.15844 0.94178 0.205
H -0.63151 2.38471 -0.97160 0.248
H 2.33472 1.08488 -0.59494 0.113
H 2.01493 -1.69074 1.01245 0.092
H 0.31720 -2.60083 -0.69589 0.140
H -4.10171 0.16861 0.03922 0.055
N -0.03984 1.71161 0.18134 -0.024
N 0.57413 0.31528 -0.42848 -0.168
N 2.45663 -0.70865 0.58463 0.022
N -0.55632 -1.98006 -0.21492 0.109

The least stable of them is ii.